Below is a structure of composition C22H26BrF17N2NbO2, with properties calculated with ωB97M-V/def2-TZVPD.

**Net charge**: -1
**HOMO**: -4.82 eV
**HOMO-LUMO gap**: 0.2558 Eh
**Multiplicity**: 1

Each line ends with the Löwdin charge.
CARTESIAN COORDINATES (ANGSTROEM)
C: 4.36358 2.30189 2.26974  -0.067
C: 4.79306 2.05452 0.82149  -0.540
O: 3.69241 2.35950 -0.04267  -0.142
C: 5.38348 0.65991 0.58806  -0.317
Nb: 4.05358 -1.00170 -0.20982  1.453
C: 5.61866 -2.39875 -1.03670  -0.354
Br: 3.96798 0.14299 -2.59560  -0.075
C: 2.48648 -2.51550 -0.90581  -0.348
C: 1.12323 -2.47565 -0.18527  -0.205
C: 0.03750 -1.90548 -1.06832  -0.470
F: 0.38903 -0.72565 -1.60426  0.107
F: -0.15867 -2.74283 -2.12946  0.099
C: -1.37275 -1.76113 -0.42790  -0.349
F: -1.98598 -2.96425 -0.50641  0.141
F: -2.11237 -0.90820 -1.16136  0.145
C: -1.48831 -1.37608 1.06078  -0.336
F: -2.81730 -1.28860 1.33526  0.139
F: -1.01580 -2.38205 1.80159  0.166
C: -0.83967 -0.03902 1.54049  -0.341
F: 0.21526 0.31997 0.82060  0.158
F: -0.42659 -0.24445 2.80871  0.156
C: -1.79652 1.19567 1.65145  -0.340
F: -2.67748 1.02906 2.64287  0.169
F: -0.99216 2.23146 1.99803  0.159
C: -2.50737 1.65546 0.36288  -0.357
F: -3.58925 0.89031 0.12033  0.152
F: -1.66100 1.59762 -0.66712  0.184
C: -3.02293 3.13117 0.45736  -0.352
F: -2.02838 3.98030 0.19480  0.176
F: -3.53723 3.39876 1.66703  0.169
C: -4.15673 3.41280 -0.59197  -0.528
F: -4.21831 4.74571 -0.78436  0.162
F: -5.34435 3.01575 -0.13931  0.174
F: -3.91101 2.84506 -1.77522  0.180
C: 4.07094 -1.96658 1.85781  -0.353
C: 5.12885 -2.75245 2.27006  -0.131
C: 5.10723 -3.35183 3.51449  -0.093
C: 4.00022 -3.11561 4.30085  -0.105
C: 3.00789 -2.29888 3.82208  -0.182
N: 2.98732 -1.71008 2.62463  0.036
H: 4.90680 1.69174 2.98228  0.062
H: 4.57062 3.33723 2.53742  0.061
H: 3.29728 2.16788 2.39016  0.069
H: 5.57036 2.78778 0.59420  0.114
H: 3.77245 3.28027 -0.28733  0.073
H: 6.26462 0.77590 -0.04021  0.035
H: 5.74768 0.33364 1.56194  0.021
H: 2.54470 -0.04994 0.18932  -0.052
H: 6.58768 -2.09409 -0.62393  -0.020
H: 5.68407 -2.28689 -2.11291  -0.055
H: 5.49384 -3.45904 -0.81876  -0.027
H: 2.91895 -3.49791 -0.71500  0.030
H: 2.37778 -2.41536 -1.97560  0.017
H: 0.81260 -3.50103 0.01857  0.120
H: 1.16335 -1.97365 0.77455  0.060
H: 5.98832 -2.91735 1.64290  0.074
H: 5.90815 -3.98713 3.85157  0.095
H: 3.90937 -3.56198 5.27647  0.090
H: 2.15759 -2.10573 4.46645  0.096
C: -6.16916 1.53984 -4.63739  -0.009
C: -7.63558 1.19957 -4.76110  -0.555
O: -8.16216 0.97106 -5.83764  0.025
N: -8.36511 1.15527 -3.61330  0.002
C: -7.91834 1.39811 -2.25328  -0.074
H: -5.72814 1.53589 -5.62862  0.082
H: -6.03923 2.52991 -4.19867  0.081
H: -5.65307 0.80313 -4.02082  0.087
H: -9.33297 0.92166 -3.76322  0.135
H: -8.09313 0.50873 -1.64555  0.084
H: -8.48369 2.22887 -1.82695  0.083
H: -6.86214 1.64046 -2.22535  0.058

=====

Below is a cluster of 2 separate species, C5H11N in total, with properties calculated with ωB97M-V/def2-TZVPD.

**HOMO**: -9.46 eV
**Energy above the lowest of the compared OMol25 structures with the same formula, charge and spin**: 66.8 kcal/mol
**Structure (SMILES)**: C=CC.C=NC
**HOMO-LUMO gap**: 0.3880 Eh
**Multiplicity**: 1

Each line ends with the Löwdin charge.
CARTESIAN COORDINATES (ANGSTROEM)
C: -1.07061 0.13900 1.53346  -0.123
C: -0.47754 -0.77933 2.53076  -0.266
C: -0.30608 -2.10921 2.42144  -0.013
H: -1.44010 -0.52186 0.82778  0.030
H: -1.77651 0.85904 2.10522  0.111
H: -0.22355 0.72128 1.04100  0.087
H: -0.12135 -0.20219 3.36103  0.080
H: -0.02432 -2.72477 3.29804  0.059
H: -0.96634 -2.63404 1.80057  0.027
C: 0.94529 2.00326 -2.00802  -0.162
C: 0.08751 -0.14984 -2.45756  -0.058
N: 1.02262 0.54190 -1.86350  -0.120
H: 0.10345 2.24728 -2.73697  0.074
H: 1.87807 2.20997 -2.57635  0.078
H: 0.86140 2.39695 -0.96242  0.080
H: 0.22868 -1.20966 -2.39230  0.054
H: -0.74915 0.44138 -2.84153  0.062

=====

Below is a structure of composition C12H13BrF4N5O3S2, with properties calculated with ωB97M-V/def2-TZVPD.

**Net charge**: -1
**HOMO**: -5.91 eV
**HOMO-LUMO gap**: 0.2847 Eh
**Multiplicity**: 1

Each line ends with the Löwdin charge.
CARTESIAN COORDINATES (ANGSTROEM)
N: -2.83707 0.68881 5.18227  0.108
C: -2.39019 -0.25456 4.44939  -0.529
N: -3.18185 -0.64343 3.32688  0.089
N: -1.15885 -0.89122 4.80865  -0.002
C: -0.71909 -1.97215 3.91309  -0.219
C: -0.21556 -1.51451 2.49846  -0.179
C: 1.12050 -2.26829 2.20770  -0.241
C: 1.38683 -2.49647 0.69155  -0.150
C: 0.93960 -1.30356 -0.16447  -0.193
C: 1.47731 0.03712 0.00139  -0.557
Br: 2.86549 0.40328 1.30429  0.760
C: 1.06562 1.11372 -0.72406  -0.060
C: 0.06451 0.90299 -1.72333  -0.324
N: -0.50457 1.78297 -2.56857  -0.177
S: -1.52277 0.90886 -3.47232  1.057
N: -1.38901 -0.60498 -2.87823  -0.199
C: -0.45925 -0.43029 -1.91535  -0.305
C: -0.01219 -1.53257 -1.11694  -0.188
F: -0.51758 -2.76065 -1.31747  0.082
H: -2.19505 0.84401 5.96284  0.038
H: -2.77824 -0.29756 2.46334  0.081
H: -3.36288 -1.63913 3.29572  0.074
H: -0.42243 -0.21833 4.98002  0.119
H: 0.14352 -2.44880 4.41719  0.105
H: -1.49568 -2.74911 3.85852  0.111
H: -0.08130 -0.42394 2.45908  0.109
H: -0.96277 -1.86046 1.75995  0.109
H: 1.94262 -1.72101 2.69648  0.053
H: 1.10318 -3.26244 2.69500  0.105
H: 0.77710 -3.36221 0.38306  0.110
H: 2.43140 -2.78833 0.47632  0.119
H: 1.50729 2.10111 -0.57579  0.116
C: 1.39239 3.85360 -6.71752  -0.656
F: 0.72208 3.19665 -7.68429  0.098
F: 2.70259 3.67839 -6.97477  0.099
F: 1.13900 5.16323 -6.89954  0.100
S: 0.92591 3.27711 -5.02425  0.408
O: 1.26457 1.86642 -5.00847  -0.360
O: -0.49725 3.54286 -4.93248  -0.374
O: 1.73208 4.08289 -4.13335  -0.337

=====

Below is a cluster of 9 separate species, C72H152IN8O8 in total, with properties calculated with ωB97M-V/def2-TZVPD.

**Net charge**: -1
**HOMO**: -4.91 eV
**HOMO-LUMO gap**: 0.2525 Eh
**Multiplicity**: 1

Each line ends with the Löwdin charge.
CARTESIAN COORDINATES (ANGSTROEM)
I: 0.63267 0.31603 0.18335  -0.493
C: -1.29574 6.50254 7.12870  -0.062
C: -1.53806 5.24453 6.33023  -0.497
C: -1.09814 5.67241 4.89291  -0.153
C: -1.14524 4.50210 3.95022  -0.176
C: -0.05665 3.47652 4.43094  -0.105
C: -0.24456 2.98455 5.91366  -0.451
N: -0.62451 4.18675 6.73980  -0.144
O: -0.76638 3.89909 8.06645  -0.015
C: -1.36457 1.96163 5.86032  -0.034
C: 1.13294 2.37144 6.42543  -0.011
C: -3.07409 4.88092 6.40376  -0.013
H: -1.46758 6.31951 8.18940  0.076
H: -1.82771 7.39569 6.80101  0.088
H: -0.21455 6.63400 7.08578  0.084
H: -1.85118 6.36565 4.51813  0.118
H: -0.10136 6.10340 4.79934  0.121
H: -0.86841 4.74559 2.92446  0.111
H: -2.17479 4.14808 3.89724  0.087
H: 0.95413 3.88022 4.37241  0.104
H: -0.02357 2.58084 3.81066  0.111
H: -1.03000 1.02295 5.41869  0.070
H: -1.86168 1.77575 6.81238  0.085
H: -2.18245 2.33883 5.24641  0.059
H: 1.33658 1.64101 5.64243  0.065
H: 1.88629 3.15859 6.45638  0.078
H: 0.94302 1.85667 7.36726  0.076
H: -3.66865 5.79398 6.43389  0.070
H: -3.30891 4.37608 7.34083  0.076
H: -3.50119 4.28941 5.59394  0.061
H: 0.09736 4.19537 8.36270  0.106
C: 2.10711 1.12350 -4.00148  -0.037
C: 3.63823 1.38001 -4.01475  -0.445
C: 4.04524 1.21342 -2.51821  -0.123
C: 5.56982 1.13746 -2.43767  -0.183
C: 6.22259 0.17114 -3.44430  -0.137
C: 5.81003 0.35333 -4.92290  -0.471
N: 4.34047 0.39864 -4.86576  -0.146
O: 3.82850 0.38066 -6.11007  -0.011
C: 6.57474 1.47709 -5.70686  -0.006
C: 6.08245 -1.05288 -5.51617  -0.043
C: 3.88469 2.87527 -4.41400  -0.027
H: 1.70835 1.24899 -5.00813  0.066
H: 1.52363 1.77968 -3.35565  0.078
H: 1.91354 0.06513 -3.82691  0.066
H: 3.88329 2.06468 -1.85697  0.122
H: 3.61513 0.31160 -2.08251  0.088
H: 5.88860 0.89225 -1.42458  0.105
H: 6.04416 2.09929 -2.63257  0.098
H: 5.94053 -0.82585 -3.10585  0.103
H: 7.30595 0.11762 -3.33679  0.117
H: 6.45557 2.40300 -5.14419  0.049
H: 7.62732 1.33816 -5.95358  0.080
H: 5.96406 1.71158 -6.57875  0.076
H: 7.13999 -1.27870 -5.37939  0.080
H: 5.55557 -1.81873 -4.94698  0.060
H: 5.84877 -1.12860 -6.57812  0.078
H: 3.72096 3.19148 -5.44420  0.075
H: 4.89954 3.26458 -4.33264  0.056
H: 3.09845 3.41318 -3.88430  0.078
H: 3.19567 -0.33886 -6.05169  0.112
C: -2.48457 5.39989 -3.34217  -0.043
C: -2.10845 4.61329 -4.59953  -0.403
C: -1.32983 3.31721 -4.22722  -0.135
C: -1.22843 2.32937 -5.39478  -0.201
C: -2.54204 1.94251 -5.94005  -0.158
C: -3.40184 3.13652 -6.41588  -0.470
N: -3.37470 4.21538 -5.38317  -0.109
O: -4.07726 5.30600 -5.84499  -0.031
C: -2.96720 3.52246 -7.86068  -0.031
C: -4.84714 2.57840 -6.44846  -0.047
C: -1.13319 5.49892 -5.53304  -0.011
H: -3.46135 4.99459 -3.07812  0.065
H: -2.49265 6.48985 -3.34804  0.078
H: -1.89771 5.13693 -2.46208  0.076
H: -0.29605 3.51588 -3.94450  0.109
H: -1.70059 2.88915 -3.29588  0.107
H: -0.86079 1.45914 -4.85106  0.108
H: -0.50845 2.73174 -6.10741  0.113
H: -3.03039 1.32773 -5.18397  0.099
H: -2.25445 1.28823 -6.76303  0.125
H: -3.07100 2.66945 -8.53130  0.075
H: -3.68063 4.26112 -8.22607  0.076
H: -1.90876 3.75222 -7.98326  0.075
H: -5.52871 3.38086 -6.73063  0.067
H: -5.07825 1.79630 -7.17165  0.082
H: -5.16085 2.25219 -5.45686  0.079
H: -1.60936 5.78000 -6.47239  0.063
H: -0.18749 4.99520 -5.73309  0.064
H: -0.89643 6.44815 -5.05241  0.063
H: -4.91008 5.43988 -5.38664  0.103
C: -0.45190 -2.34172 5.07945  -0.010
C: -1.73587 -3.12378 4.59233  -0.475
C: -1.96781 -2.92017 3.12232  -0.159
C: -1.05128 -3.73714 2.20155  -0.140
C: -1.06660 -5.27696 2.59883  -0.079
C: -0.92650 -5.53588 4.15458  -0.463
N: -1.64904 -4.54596 4.96239  -0.139
O: -1.55505 -4.82742 6.32342  -0.007
C: -1.45757 -6.99161 4.36652  -0.048
C: 0.59869 -5.51809 4.49205  -0.035
C: -2.94240 -2.55745 5.42128  -0.030
H: -0.23094 -2.48730 6.13684  0.076
H: -0.60848 -1.26629 4.99551  0.063
H: 0.46517 -2.67502 4.59366  0.063
H: -3.00474 -3.21739 2.96568  0.119
H: -1.74570 -1.86659 2.95288  0.116
H: -0.13951 -3.15518 2.33605  0.090
H: -1.45940 -3.53253 1.21177  0.098
H: -0.14694 -5.58349 2.10048  0.085
H: -1.95741 -5.80142 2.25315  0.107
H: -1.09652 -7.76486 3.68842  0.079
H: -1.26627 -7.33081 5.38458  0.073
H: -2.53015 -6.97581 4.17309  0.075
H: 0.83879 -5.56222 5.55436  0.079
H: 1.03133 -6.41900 4.05698  0.073
H: 1.15866 -4.70983 4.02166  0.055
H: -2.85249 -2.37902 6.49281  0.077
H: -3.79748 -3.22350 5.30587  0.079
H: -3.24150 -1.57261 5.06246  0.054
H: -2.44944 -5.14710 6.46302  0.102
C: 4.37924 0.25847 5.11774  -0.032
C: 4.77519 0.42505 3.59069  -0.420
C: 3.73984 1.45831 2.97787  -0.146
C: 4.09977 2.93788 2.99838  -0.177
C: 5.59538 3.12257 2.49749  -0.112
C: 6.61295 2.25080 3.35108  -0.461
N: 6.21815 0.84594 3.32430  -0.164
O: 7.11945 0.01081 3.85721  -0.005
C: 7.95690 2.33306 2.52713  -0.040
C: 6.71831 2.95630 4.76092  -0.020
C: 4.53150 -0.92215 2.90994  -0.051
H: 4.96743 -0.50792 5.62250  0.074
H: 3.38504 -0.17687 5.21849  0.062
H: 4.20208 1.19677 5.64341  0.061
H: 3.61437 1.33051 1.90269  0.081
H: 2.73952 1.24983 3.35732  0.100
H: 3.92287 3.37880 3.97939  0.086
H: 3.39940 3.49985 2.38050  0.104
H: 5.81027 4.17143 2.70204  0.099
H: 5.69082 3.03130 1.41552  0.108
H: 8.13678 3.36243 2.21706  0.071
H: 8.81419 2.14670 3.17399  0.071
H: 7.87174 1.71995 1.62994  0.081
H: 5.75656 2.92243 5.27278  0.059
H: 7.46344 2.44650 5.37164  0.072
H: 7.03655 3.99226 4.64421  0.074
H: 3.53473 -1.29066 3.15236  0.082
H: 5.14860 -1.68449 3.38549  0.077
H: 4.80308 -0.78851 1.86282  0.088
H: 7.53212 -0.32518 3.05820  0.108
C: -3.20540 -1.05941 -3.11847  -0.034
C: -3.07422 -2.61023 -3.33254  -0.426
C: -3.07336 -3.13352 -1.89345  -0.149
C: -3.25854 -4.64124 -1.83870  -0.179
C: -4.46453 -5.09282 -2.66239  -0.149
C: -4.41935 -4.58765 -4.12839  -0.490
N: -4.24650 -3.11804 -4.10414  -0.096
O: -4.50733 -2.47376 -5.32057  -0.009
C: -3.38598 -5.38074 -5.00598  -0.016
C: -5.81204 -4.91984 -4.61549  -0.073
C: -1.57362 -2.82011 -3.87653  -0.008
H: -4.08012 -0.80736 -2.51894  0.069
H: -3.29684 -0.50620 -4.05319  0.054
H: -2.29116 -0.68391 -2.65882  0.080
H: -2.16762 -2.82656 -1.37048  0.118
H: -3.92933 -2.75002 -1.33817  0.114
H: -3.48253 -5.00428 -0.83564  0.107
H: -2.44495 -5.23058 -2.26158  0.098
H: -5.38590 -4.63423 -2.30342  0.116
H: -4.60268 -6.17328 -2.62210  0.120
H: -3.75156 -6.39060 -5.19209  0.076
H: -3.36011 -4.91381 -5.99057  0.080
H: -2.37504 -5.50064 -4.61646  0.060
H: -5.96745 -4.95400 -5.69381  0.079
H: -6.25029 -5.81990 -4.18431  0.082
H: -6.56724 -4.17477 -4.36516  0.082
H: -0.81223 -2.22588 -3.37128  0.064
H: -1.60258 -2.67420 -4.95634  0.079
H: -1.25783 -3.86159 -3.81562  0.041
H: -5.24671 -1.88217 -5.16263  0.101
C: -3.86386 2.25192 -1.08233  -0.038
C: -4.28228 2.93253 0.22186  -0.461
C: -5.81460 3.04506 0.29115  -0.172
C: -6.57727 1.80598 0.53845  -0.188
C: -6.02780 1.10091 1.82546  -0.128
C: -4.48922 0.96770 1.99574  -0.452
N: -3.91073 2.26556 1.53910  -0.116
O: -2.57137 2.35306 1.85691  -0.046
C: -4.22163 0.70409 3.48622  -0.032
C: -3.89978 -0.17021 1.04555  -0.010
C: -3.71975 4.36781 0.12549  -0.043
H: -4.56752 1.51580 -1.47104  0.062
H: -2.85765 1.83425 -1.04782  0.083
H: -4.04693 3.00609 -1.84773  0.067
H: -6.08252 3.74489 1.08270  0.128
H: -6.11791 3.35503 -0.70886  0.118
H: -6.63699 1.13004 -0.31457  0.104
H: -7.60899 1.96028 0.85445  0.106
H: -6.45739 0.10256 1.74281  0.108
H: -6.48652 1.48436 2.73687  0.107
H: -4.66474 -0.24557 3.78607  0.080
H: -3.15007 0.61591 3.66534  0.064
H: -4.52166 1.59776 4.03344  0.086
H: -2.81077 -0.18347 1.08993  0.043
H: -4.11367 -1.12356 1.52875  0.065
H: -4.23115 -0.23075 0.00890  0.059
H: -2.67170 4.38393 -0.17358  0.077
H: -3.71487 4.78992 1.13043  0.077
H: -4.26859 5.09704 -0.47040  0.081
H: -2.13932 1.72460 1.27383  0.017
C: 2.51379 -3.60587 1.03998  -0.035
C: 3.13751 -4.61325 0.10206  -0.452
C: 2.12067 -5.77750 -0.13260  -0.125
C: 1.02584 -5.40576 -1.17299  -0.156
C: 1.74245 -5.00599 -2.47111  -0.155
C: 2.71172 -3.82204 -2.39487  -0.475
N: 3.56902 -3.99506 -1.20321  -0.127
O: 4.43312 -2.96933 -1.07010  -0.006
C: 3.54651 -3.82808 -3.67130  -0.036
C: 1.89799 -2.47707 -2.35338  -0.046
C: 4.34447 -5.34386 0.81358  -0.037
H: 1.64436 -3.10057 0.61943  0.055
H: 3.30516 -2.86502 1.15386  0.065
H: 2.24459 -4.05166 1.99753  0.076
H: 2.56638 -6.70241 -0.49864  0.114
H: 1.68343 -5.95140 0.85060  0.091
H: 0.39420 -4.54298 -0.96149  0.098
H: 0.46074 -6.30229 -1.42791  0.106
H: 0.89151 -4.75761 -3.10539  0.097
H: 2.14815 -5.79701 -3.10182  0.114
H: 2.94690 -3.99796 -4.56556  0.087
H: 4.12284 -2.90384 -3.71289  0.060
H: 4.23458 -4.67308 -3.64625  0.089
H: 1.05264 -2.41966 -1.66768  0.033
H: 2.52444 -1.64167 -2.04070  0.028
H: 1.67874 -2.20972 -3.38709  0.073
H: 5.12413 -4.67203 1.17259  0.070
H: 4.86626 -5.92296 0.05170  0.072
H: 4.21658 -6.12130 1.56679  0.074
H: 3.83634 -2.21794 -1.04083  0.068